{
  "formula": "C44H121N11O11",
  "method": "ωB97M-V with the def2-TZVPD basis set",
  "e_homo_ev": -8.607,
  "e_tot_ev": -86497.1819,
  "de_lowest_kcal_mol": 47.3,
  "lumo_energy_ev": 0.57,
  "symbols": ["C", "C", "C", "O", "C", "N", "H", "H", "H", "H", "H", "H", "H", "H", "H", "H", "H", "C", "C", "C", "O", "C", "N", "H", "H", "H", "H", "H", "H", "H", "H", "H", "H", "H", "C", "C", "C", "O", "C", "N", "H", "H", "H", "H", "H", "H", "H", "H", "H", "H", "H", "C", "C", "C", "O", "C", "N", "H", "H", "H", "H", "H", "H", "H", "H", "H", "H", "H", "C", "C", "C", "O", "C", "N", "H", "H", "H", "H", "H", "H", "H", "H", "H", "H", "H", "C", "C", "C", "O", "C", "N", "H", "H", "H", "H", "H", "H", "H", "H", "H", "H", "H", "C", "C", "C", "O", "C", "N", "H", "H", "H", "H", "H", "H", "H", "H", "H", "H", "H", "C", "C", "C", "O", "C", "N", "H", "H", "H", "H", "H", "H", "H", "H", "H", "H", "H", "C", "C", "C", "O", "C", "N", "H", "H", "H", "H", "H", "H", "H", "H", "H", "H", "H", "C", "C", "C", "O", "C", "N", "H", "H", "H", "H", "H", "H", "H", "H", "H", "H", "H", "C", "C", "C", "O", "C", "N", "H", "H", "H", "H", "H", "H", "H", "H", "H", "H", "H"],
  "coordinates": [[7.332150, 19.226344, 7.512618], [8.811251, 18.887491, 7.761544], [8.936874, 18.438459, 9.208904], [10.269548, 18.066826, 9.469708], [10.392379, 17.394649, 10.725230], [9.316027, 17.802196, 6.923609], [6.689549, 18.342747, 7.613010], [7.149559, 19.671924, 6.528902], [6.943370, 19.918276, 8.260269], [9.315112, 19.837108, 7.517572], [8.275528, 17.532462, 9.195501], [8.641191, 19.198516, 9.946858], [11.183496, 16.682767, 10.710864], [9.382704, 17.007562, 10.970723], [10.682670, 18.145834, 11.469661], [9.542294, 18.080224, 5.986085], [10.124222, 17.422330, 7.388874], [17.397804, 14.845435, 15.852513], [16.301376, 13.908772, 16.247595], [16.869853, 12.789882, 17.117849], [15.827623, 11.912127, 17.461420], [16.191025, 10.652376, 18.092166], [15.275239, 14.750855, 16.932351], [18.009615, 15.252588, 16.683043], [16.919589, 15.689689, 15.322479], [18.081178, 14.405030, 15.126770], [15.829013, 13.498944, 15.362627], [17.323289, 13.266296, 18.001088], [17.550246, 12.218248, 16.500362], [16.946124, 10.119062, 17.535376], [15.278887, 10.031181, 18.100288], [16.523338, 10.808291, 19.093105], [14.586523, 14.238690, 17.415384], [15.719022, 15.310706, 17.658828], [14.694453, 20.910128, 8.484715], [15.674030, 20.277279, 7.494851], [16.860292, 19.729038, 8.349172], [16.373109, 18.966074, 9.439668], [17.350057, 18.733278, 10.418016], [15.017507, 19.259023, 6.735419], [14.220239, 20.033661, 8.844500], [13.968553, 21.453548, 7.905212], [15.056411, 21.393194, 9.351508], [16.257243, 20.934332, 6.825657], [17.393187, 20.591935, 8.753594], [17.504700, 19.130218, 7.707709], [17.765034, 19.664031, 10.782310], [18.142408, 18.125581, 9.939776], [17.023029, 18.233421, 11.339303], [14.615898, 18.562986, 7.350611], [15.612279, 18.790732, 6.079255], [21.515107, 15.660766, 8.588349], [22.640047, 15.937015, 9.598862], [22.102161, 16.279222, 10.965186], [21.271003, 17.459731, 10.974768], [22.048672, 18.672552, 11.060279], [23.482859, 14.734312, 9.571552], [20.835552, 16.544947, 8.482484], [21.009864, 14.726390, 8.817508], [21.940178, 15.538516, 7.604332], [23.182772, 16.810497, 9.280668], [22.930145, 16.477571, 11.658569], [21.519220, 15.494725, 11.428002], [23.110265, 18.559102, 11.168526], [21.668949, 19.363390, 11.844420], [21.957137, 19.265244, 10.121937], [24.106599, 14.759892, 10.361012], [22.944016, 13.895457, 9.616690], [19.264639, 9.334407, 15.245837], [17.870422, 8.957264, 14.880123], [17.697397, 8.653480, 13.383907], [17.648716, 9.845693, 12.701795], [17.454355, 9.701322, 11.288471], [17.548078, 7.833821, 15.774156], [19.947414, 8.477805, 15.107217], [19.318151, 9.588728, 16.307763], [19.577787, 10.261598, 14.759769], [17.191981, 9.803078, 15.077086], [16.700677, 8.171948, 13.222247], [18.481849, 7.974802, 12.954902], [18.287458, 9.081441, 10.884486], [17.494424, 10.667898, 10.803508], [16.504915, 9.174634, 11.067410], [18.420244, 7.380811, 16.051694], [16.707737, 7.269092, 15.576280], [15.685676, 17.811532, 13.959143], [15.944751, 18.383045, 15.343916], [15.805493, 19.904169, 15.389293], [16.920154, 20.577007, 14.859170], [16.531072, 21.884604, 14.416675], [14.861864, 17.829073, 16.152967], [16.289275, 16.906843, 13.853078], [16.077641, 18.393113, 13.120625], [14.609284, 17.604729, 13.818868], [16.952635, 18.174988, 15.719304], [15.690556, 20.157449, 16.448112], [14.874427, 20.226798, 14.891676], [15.760054, 21.844331, 13.689659], [17.392922, 22.366228, 13.956532], [16.324874, 22.503001, 15.283537], [14.949361, 18.259379, 17.047077], [15.125248, 16.857853, 16.299948], [19.742803, 16.906663, 14.414054], [20.365025, 18.236647, 15.007063], [21.848146, 18.315134, 14.694964], [22.568108, 17.290529, 15.451659], [23.944888, 17.173656, 15.298617], [19.781572, 19.377337, 14.361851], [19.759422, 16.823801, 13.333885], [18.678581, 16.793458, 14.639241], [20.259717, 16.055428, 14.890499], [20.178508, 18.364075, 16.079921], [22.227489, 19.380988, 14.845331], [21.965893, 18.017465, 13.648812], [24.251140, 16.987630, 14.261084], [24.248145, 16.328896, 15.886398], [24.550985, 18.018036, 15.630202], [19.991836, 19.280767, 13.388670], [18.824481, 19.553688, 14.535116], [22.300443, 11.695648, 12.095077], [21.043235, 12.281245, 11.496863], [20.794358, 11.829871, 10.026399], [21.827926, 12.240536, 9.105249], [21.446640, 12.009455, 7.746122], [19.926628, 11.993241, 12.352343], [22.561982, 12.227457, 13.021415], [23.177994, 11.775945, 11.422902], [22.158193, 10.629536, 12.273817], [21.264400, 13.356285, 11.479873], [19.822726, 12.205796, 9.694197], [20.803945, 10.738158, 10.030653], [21.239383, 10.967752, 7.588709], [22.302166, 12.309278, 7.154058], [20.534377, 12.608887, 7.520424], [19.078017, 12.493903, 12.032566], [19.631235, 11.044272, 12.385223], [14.444146, 14.763189, 12.932346], [15.490270, 13.820493, 12.201343], [16.669630, 14.714871, 11.894512], [17.741917, 14.018997, 11.223855], [18.806104, 14.887468, 10.914456], [16.023942, 12.696905, 12.932946], [14.802891, 15.148831, 13.923498], [13.548964, 14.120673, 13.067671], [14.144609, 15.550704, 12.232257], [14.968069, 13.466926, 11.293949], [16.969554, 15.086189, 12.888615], [16.277608, 15.522802, 11.247427], [19.259750, 15.288718, 11.816261], [18.448521, 15.742756, 10.263894], [19.550236, 14.353149, 10.294758], [16.887917, 12.396284, 12.483488], [15.388815, 11.904653, 13.025776], [12.526381, 15.153883, 8.339679], [13.739231, 15.798002, 9.034021], [15.060560, 15.328384, 8.286652], [15.280726, 13.982639, 8.656621], [16.550743, 13.513529, 8.169085], [13.597974, 17.241029, 8.862703], [12.326382, 15.671376, 7.408061], [11.582679, 15.214997, 8.905652], [12.722017, 14.088083, 8.250506], [13.868505, 15.480642, 10.078169], [16.000838, 15.869695, 8.609049], [14.946478, 15.420123, 7.209047], [17.354943, 14.168870, 8.467859], [16.627878, 13.256640, 7.105544], [16.711037, 12.611625, 8.731228], [12.671129, 17.631115, 9.064392], [14.371270, 17.691040, 9.376629], [13.345462, 9.034348, 15.768691], [13.821850, 10.112169, 14.747385], [13.162567, 9.920500, 13.394846], [13.652003, 10.829308, 12.486492], [13.154231, 10.889845, 11.197963], [13.550210, 11.396432, 15.313003], [13.956482, 9.052053, 16.622219], [13.401560, 7.989530, 15.354999], [12.309163, 9.251749, 16.110953], [14.946516, 9.945369, 14.642915], [12.089283, 10.191847, 13.514709], [13.145305, 8.885008, 13.001364], [13.336176, 9.954881, 10.631178], [13.764268, 11.652057, 10.724841], [12.107248, 11.213310, 11.214846], [14.006987, 11.515410, 16.220834], [13.747830, 12.230483, 14.793254]],
  "atomic_forces_ev_per_a": [[-0.425, -0.549, -0.025], [-0.520, 1.033, -0.551], [-0.049, -0.323, -0.758], [0.525, -0.683, 0.070], [-1.205, 1.630, 0.083], [-0.725, -0.174, 0.575], [0.232, -0.063, -0.220], [0.172, -0.150, 0.114], [0.263, 0.268, 0.038], [0.427, -0.173, 0.601], [0.344, 0.533, 0.701], [-0.364, -0.156, -0.307], [0.342, -0.880, -0.294], [0.845, -0.357, 0.226], [-0.223, -0.097, 0.196], [0.121, 0.186, -0.155], [0.360, -0.100, -0.218], [0.418, 0.853, -0.858], [-0.654, 0.403, 1.343], [-0.676, 0.075, -0.400], [-0.617, -1.079, 0.765], [-1.039, 0.877, -1.070], [1.270, 0.553, -0.433], [-0.458, -0.272, -0.208], [0.332, -0.226, 0.354], [0.094, -0.198, 0.072], [0.070, -0.250, -0.187], [0.238, -0.385, -0.036], [0.887, 0.021, 0.011], [0.385, -0.119, -0.366], [0.381, 0.382, 0.051], [0.299, 0.188, 0.876], [-0.974, -1.075, 0.376], [0.171, -0.093, -0.096], [-0.292, -0.783, -2.092], [2.474, -0.208, 1.325], [-0.820, 0.279, 0.136], [-0.782, -0.242, 0.293], [0.992, -0.518, -0.300], [-0.874, 0.105, -0.214], [-0.970, -0.708, 0.649], [-0.382, 0.576, 0.167], [0.788, 0.915, 0.503], [-0.859, 0.322, -0.014], [0.350, 0.082, -0.045], [0.357, -0.177, 0.000], [0.379, 0.511, -0.092], [0.082, 0.218, 0.544], [-0.606, -0.204, -0.715], [-0.218, -0.211, 0.002], [0.381, -0.051, -0.251], [-0.115, 1.430, -0.120], [-1.075, -1.232, -0.725], [-0.119, 0.884, 0.875], [1.123, 0.467, 0.229], [-1.432, 1.107, -1.020], [0.615, 1.446, 0.269], [0.213, -0.928, 0.432], [-0.298, 0.127, 0.182], [0.362, -0.158, -0.348], [0.572, 0.291, -0.399], [0.150, -0.208, -0.058], [-0.279, -0.372, -0.163], [0.552, -0.623, 0.446], [0.156, -0.742, -0.209], [-0.184, -0.487, 0.290], [0.385, -0.212, 0.189], [-0.516, -0.576, 0.000], [0.785, 0.792, 0.487], [-0.764, -0.772, 0.085], [-0.759, -1.374, 0.150], [0.212, 1.690, -1.447], [0.524, -1.181, 0.559], [-0.289, 0.366, -0.235], [-0.033, 0.503, -0.337], [-0.154, -0.150, 0.100], [0.283, -0.371, -0.412], [0.097, -0.140, 0.021], [0.520, -0.237, 0.296], [-0.345, 0.324, 0.490], [-0.427, 0.262, 0.049], [-0.158, 0.281, 0.155], [0.269, 0.338, 0.123], [-1.028, -0.479, -0.194], [1.186, 0.301, 0.067], [0.947, -0.287, -0.691], [-0.810, 1.086, -0.980], [-0.584, -0.288, 0.422], [-0.317, 0.351, -0.754], [1.978, -0.205, 0.824], [0.811, -0.204, 0.036], [-0.511, -0.329, 0.016], [-0.225, 0.533, 0.273], [0.640, 0.103, 0.077], [0.094, -0.306, -0.089], [-0.005, 0.311, 0.190], [0.211, -0.238, -0.017], [-1.045, -0.045, -0.468], [0.193, -0.281, -0.124], [-0.662, 0.152, 0.139], [-0.225, 0.263, 1.082], [-0.643, -0.321, 0.030], [0.393, -0.041, 1.750], [-0.918, -0.892, -0.676], [1.348, -0.501, 0.513], [-1.256, 1.102, 0.175], [0.376, 0.231, -0.736], [1.392, 0.776, -0.173], [0.684, 0.352, -0.310], [0.101, 0.332, 0.359], [-0.184, 0.067, -0.448], [0.158, -0.515, -0.070], [-0.262, -1.405, 0.069], [0.092, 0.379, -0.224], [-0.172, -0.074, -0.154], [0.124, -0.508, 0.287], [-0.290, 0.448, 0.202], [-0.456, 0.293, -0.707], [-1.074, 0.016, 0.084], [0.918, -0.258, -0.303], [0.872, 0.270, -1.054], [0.939, -0.055, 0.286], [-0.704, -0.021, 0.491], [-0.208, 0.940, 0.974], [-1.280, 1.641, -0.134], [-0.230, -0.383, -0.147], [-0.515, 0.090, 0.147], [0.045, -0.091, 0.295], [-0.617, 0.039, -0.018], [-0.115, -0.016, -0.064], [-0.400, -0.278, -0.067], [-0.171, -0.672, -0.159], [-0.068, 0.147, -0.270], [0.568, -0.307, -0.156], [0.698, -0.111, 0.344], [0.210, -1.090, -0.001], [0.288, -1.866, 0.223], [-0.519, 0.510, -0.255], [-0.293, -0.073, -0.613], [-0.707, 0.241, 0.383], [-0.262, 0.650, -1.329], [0.045, -0.245, 0.852], [-0.387, -0.306, -0.998], [0.298, 0.505, 0.287], [0.213, 0.095, 0.341], [0.328, 0.410, -0.098], [0.483, 0.168, -0.439], [0.534, 0.027, 0.224], [0.192, 0.106, 0.135], [0.281, -0.632, 0.726], [-0.400, 0.091, 0.577], [-0.389, -0.106, 0.276], [0.165, 0.296, -0.280], [-0.023, -0.379, 1.160], [0.290, 0.098, -1.462], [-0.146, 0.388, 1.395], [0.775, -0.329, -0.932], [-0.796, -0.513, 0.843], [1.084, 0.253, 0.451], [0.278, -0.230, -0.390], [0.403, 0.230, 0.165], [-0.056, -0.086, -0.530], [-0.263, -0.077, -0.111], [-1.112, 0.199, -0.254], [-0.097, 0.180, -0.273], [0.252, 0.589, -0.074], [-0.466, 0.429, -0.020], [0.172, -0.614, 0.137], [0.615, -0.304, 0.160], [-0.884, 0.234, -0.243], [-1.230, -0.341, -1.713], [1.493, -1.363, 0.297], [-2.289, -0.125, 0.316], [1.982, 0.752, 0.339], [0.133, -0.119, -0.397], [-0.663, 0.539, 1.249], [0.927, 0.109, 1.176], [-0.112, 0.986, 0.229], [0.562, -0.180, -0.411], [-0.973, 0.051, -0.264], [0.109, -0.388, 0.320], [0.563, 0.187, 0.286], [-0.477, 0.173, 0.269], [-0.151, 0.220, -0.334], [-0.076, -0.296, -0.307], [-0.096, -0.149, -0.432], [0.279, -0.072, -0.716]],
  "mulliken_charge": [-1.47, 0.69, -0.89, -0.28, -0.68, -0.72, 0.34, 0.36, 0.35, 0.23, 0.45, 0.31, 0.14, 0.39, 0.26, 0.25, 0.21, -1.34, 2.10, -0.92, -0.29, -0.64, -0.61, 0.56, -0.39, 0.31, -1.14, 0.36, 0.23, 0.16, 0.13, 0.38, 0.21, 0.32, -1.02, -0.09, -0.82, 0.25, -0.30, -0.62, 0.12, 0.30, 0.39, 0.41, 0.37, 0.37, 0.48, 0.34, -0.70, 0.22, 0.31, -0.86, 0.40, -0.17, 0.02, -1.07, -0.66, 0.21, -0.18, 0.45, 0.37, 0.40, -0.29, 0.44, 0.26, 0.23, 0.36, 0.12, -1.81, 2.19, -1.44, 0.24, -0.74, -0.51, 0.51, 0.41, 0.31, -0.86, 0.30, 0.38, 0.35, -0.01, 0.33, 0.25, 0.24, 0.23, 1.19, -1.34, -0.28, -0.97, -0.84, -0.81, 0.10, 0.40, 0.12, 0.36, 0.43, 0.37, 0.28, 0.33, 0.34, 0.22, 1.20, 0.32, -0.07, -0.33, -0.72, -0.51, -0.64, -0.97, 0.57, 0.51, 0.38, -0.52, 0.22, 0.27, 0.30, 0.17, 0.15, -1.83, 2.11, -0.35, -0.44, -0.80, 0.09, 0.42, 0.35, 0.41, -1.35, 0.25, 0.57, 0.34, 0.26, 0.26, -0.34, 0.00, -1.26, 1.63, 0.47, 0.26, 0.51, 1.02, -0.10, 0.51, 0.38, -0.46, -0.55, -0.01, -0.26, -0.09, -0.84, -0.66, -0.47, -1.38, 1.82, -0.45, -0.21, -0.53, -0.08, 0.34, 0.27, 0.40, -1.18, -0.06, 0.50, 0.10, 0.37, 0.10, 0.08, -0.02, -1.63, 2.29, -1.26, 0.10, -0.74, -0.67, 0.26, 0.37, 0.37, -0.99, 0.39, 0.39, 0.31, 0.05, 0.29, 0.30, 0.10]
}